1.
This record from the Open Molecules 2025 dataset describes a molecular structure, C3H5O4Ru at a distorted geometry. The level of theory is wB97M-V/def2-TZVPD.

Each line ends with the Mulliken spin population.
Element x y z (Å)
C -3.2554 -0.3487 1.3365  0.00
O -1.9461 0.1594 1.2090  0.04
C -1.1124 -0.6397 0.4259  -0.02
O 0.1747 -0.1055 0.5069  0.01
Ru 1.1511 1.7316 0.2233  5.72
H -3.8084 0.3441 1.9795  0.00
H -3.7566 -0.4070 0.3561  0.00
H -3.2444 -1.3494 1.7992  0.00
H -1.4061 -0.6025 -0.6359  0.00
H -1.1025 -1.6755 0.8030  0.01
O 1.8709 0.5292 1.7309  0.25
C 1.0251 -0.3994 1.6764  -0.10
O 0.7377 -1.3142 2.4076  0.10

E_LUMO (spin up / spin down) in eV: -4.514 / -9.194
2S+1: 7
<S²>: 12.01
Total charge: +1
ΔE to the lowest compared entry with this formula, charge and spin in kcal/mol: 8.5
Maximum force in Eh/bohr: 0.1092
HOMO energy (spin up / spin down) in eV: -13.6 / -14.6



2.
This record from the Open Molecules 2025 dataset describes a molecular structure, C2H5BFO2Pd at a distorted geometry. The level of theory is wB97M-V/def2-TZVPD.

Each line ends with the Löwdin charge.
Element x y z (Å)
C -1.2520 -1.0285 1.0104  0.01
O -0.8580 -0.2461 -0.1537  0.07
B 0.2721 0.4562 -0.0015  -0.72
O 0.4073 1.5142 0.7813  0.24
C 1.4956 -0.0627 -0.9236  0.20
F 1.1711 0.2736 -2.1980  -0.11
H -2.2770 -1.3162 0.8534  0.10
H -0.6352 -1.9073 1.1270  0.10
H -1.2233 -0.4080 1.8978  0.10
H -0.4817 1.8262 1.0320  0.15
H 1.5962 -1.1453 -0.9482  0.14
Pd 1.7849 2.0439 -2.4770  0.72

E_LUMO in eV: -7.253
Total charge: +1
Maximum force in Eh/bohr: 0.0569
HOMO energy in eV: -13.9



3.
This record from the Open Molecules 2025 dataset describes 2 unconnected molecules or ions with the total composition C3H10OS at a distorted geometry. The level of theory is wB97M-V/def2-TZVPD.

Each line ends with the Löwdin charge.
Element x y z (Å)
C 0.3184 -1.8474 0.3545  -0.44
S 0.5804 -0.5944 1.6194  0.72
C -1.0692 0.1252 1.8936  -0.40
H -0.4562 -1.6128 -0.3705  0.04
H 1.3089 -1.9594 -0.0869  0.02
H 0.0877 -2.8305 0.7680  0.03
H -1.8452 -0.6069 1.6955  0.04
H -1.1716 0.9069 1.1441  0.00
H -1.0929 0.5739 2.8500  0.01
C 0.8198 1.0990 -1.8286  -0.16
O -0.4569 1.3037 -1.2324  -0.14
H 1.5049 0.6825 -1.0836  0.06
H 0.7267 0.4869 -2.7186  0.08
H 1.2822 2.0631 -2.0697  0.08
H -0.5370 2.2102 -0.9349  0.07

E_LUMO in eV: 0.863
Total charge: 0
ΔE to the lowest compared entry with this formula, charge and spin in kcal/mol: 19.0
Maximum force in Eh/bohr: 0.0388
HOMO energy in eV: -8.2



4.
This record from the Open Molecules 2025 dataset describes 5 unconnected molecules or ions with the total composition H10O5. The level of theory is wB97M-V/def2-TZVPD.

Each line ends with the Löwdin charge.
Element x y z (Å)
O -0.2477 -2.9209 0.6110  -0.07
H -0.0580 -1.9693 0.6079  -0.01
H -0.4918 -3.1227 1.5189  0.04
O -1.2764 2.2876 -2.6609  -0.06
H -1.2327 2.3336 -1.6942  -0.02
H -2.0729 2.7639 -2.9096  0.03
O -0.9356 2.8107 0.2076  -0.05
H -1.1020 3.7241 -0.0514  0.06
H -1.7186 2.5451 0.7029  0.06
O 0.4894 -0.2119 0.1508  -0.03
H 0.9206 0.3068 0.8376  0.06
H -0.0733 0.4134 -0.3181  0.04
O 2.8969 -2.7332 1.0588  -0.07
H 2.8876 -3.6800 1.2225  0.03
H 2.0144 -2.5472 0.7162  -0.01

E_LUMO in eV: 0.024
Total charge: 0
ΔE to the lowest compared entry with this formula, charge and spin in kcal/mol: 21.0
Maximum force in Eh/bohr: 0.0051
HOMO energy in eV: -10.9



5.
This record from the Open Molecules 2025 dataset describes 2 unconnected molecules or ions with the total composition C27H31NO7S2 at a distorted geometry. The level of theory is wB97M-V/def2-TZVPD.

Each line ends with the Löwdin charge.
Element x y z (Å)
C 0.3346 -3.4052 -4.7592  -0.06
O -0.8855 -2.8539 -4.2078  -0.09
C -0.7810 -1.9008 -3.2448  -0.26
C 0.4610 -1.4192 -2.7651  0.01
C 0.4757 -0.4015 -1.8340  -0.04
C -0.7068 0.1845 -1.3468  -0.25
C -0.6119 1.3240 -0.4288  -0.04
C -0.2699 2.5519 -0.9244  -0.28
S -0.5534 4.0873 -0.0529  0.71
O -1.9593 4.1780 0.2730  -0.28
O 0.4672 4.2881 0.9500  -0.29
C -0.2132 5.1779 -1.4479  -0.25
C -0.3931 6.5594 -1.3918  -0.03
C -0.1042 7.3222 -2.5254  -0.05
C 0.3672 6.7091 -3.6949  -0.05
C 0.5399 5.3252 -3.7413  -0.03
C 0.2475 4.5749 -2.6046  -0.25
S 0.3616 2.7770 -2.5793  0.71
O 1.7554 2.3944 -2.6244  -0.28
O -0.5939 2.2795 -3.5397  -0.27
C -1.9396 -0.3425 -1.8013  -0.02
C -1.9838 -1.3624 -2.7229  0.01
H -0.0106 -4.1616 -5.4640  0.09
H 0.9146 -2.6325 -5.2844  0.10
H 0.9536 -3.8679 -3.9770  0.09
H 1.4089 -1.8073 -3.1451  0.11
H 1.4252 -0.0452 -1.4426  0.11
H -0.8573 1.3395 0.6222  0.09
H -0.7587 7.0070 -0.4698  0.13
H -0.2506 8.4012 -2.4929  0.11
H 0.5975 7.3057 -4.5775  0.11
H 0.8939 4.8138 -4.6340  0.13
H -2.8637 0.1077 -1.4297  0.12
H -2.9316 -1.7475 -3.1004  0.12
C 3.9189 0.5593 2.1304  -0.03
O 3.3170 -0.5924 2.7532  -0.03
C 2.3170 -1.1123 2.0243  -0.43
O 2.0214 -0.6721 0.9224  0.09
C 1.6800 -2.2918 2.7195  -0.20
C 2.5996 -3.5283 2.6692  -0.10
C 1.7050 -4.7113 2.3210  -0.15
C 0.2861 -4.1558 2.1588  -0.16
N 0.4289 -2.6961 2.1171  -0.07
C -0.7191 -1.9150 2.2860  -0.21
C -0.9678 -0.7709 1.5552  -0.01
C -2.2846 -0.0746 1.6196  -0.20
C -3.3672 -0.7945 2.4402  -0.19
C -2.7875 -1.4475 3.6910  -0.20
C -1.7393 -2.4684 3.2687  -0.16
H 4.6710 0.8896 2.8435  0.09
H 4.3772 0.2781 1.1763  0.10
H 3.1683 1.3403 1.9644  0.10
H 1.5298 -1.9786 3.7714  0.16
H 3.3872 -3.3947 1.9163  0.12
H 3.0740 -3.6244 3.6499  0.12
H 2.0265 -5.1857 1.3896  0.11
H 1.7244 -5.4650 3.1138  0.11
H -0.2157 -4.5324 1.2560  0.13
H -0.3178 -4.4873 3.0200  0.10
H -0.1550 -0.4542 0.9183  0.06
H -2.1535 0.9289 2.0614  0.12
H -2.6828 0.0779 0.6083  0.09
H -4.1613 -0.0860 2.6980  0.11
H -3.8194 -1.5744 1.8149  0.12
H -2.3304 -0.6879 4.3361  0.12
H -3.5755 -1.9497 4.2641  0.11
H -2.2631 -3.3076 2.7758  0.12
H -1.2283 -2.8763 4.1544  0.12

E_LUMO in eV: -0.060
Total charge: 0
ΔE to the lowest compared entry with this formula, charge and spin in kcal/mol: 0.0
Maximum force in Eh/bohr: 0.0673
HOMO energy in eV: -7.8



6.
This record from the Open Molecules 2025 dataset describes C4H8N2O in the gas phase at a distorted geometry. The level of theory is wB97M-V/def2-TZVPD.

Each line ends with the Löwdin charge.
Element x y z (Å)
C 0.8501 2.0587 -0.9250  0.01
C 0.6388 0.9281 -0.2454  -0.21
N -0.5033 0.1684 -0.2191  -0.14
N -1.4560 0.3580 -1.2591  0.09
C -0.4400 -1.1477 0.3790  -0.42
C 0.3800 -1.3490 1.6292  -0.01
O -1.2446 -2.0136 0.0182  0.04
H 1.7629 2.6303 -0.7945  0.05
H 0.0674 2.5065 -1.5304  0.05
H 1.4669 0.4239 0.3083  0.12
H -2.2053 -0.3173 -1.0623  0.09
H -1.0482 -0.0027 -2.1236  0.10
H 1.2847 -1.9042 1.3691  0.09
H -0.2087 -1.9309 2.3456  0.09
H 0.6551 -0.4086 2.1099  0.08

E_LUMO in eV: 0.816
Total charge: 0
ΔE to the lowest compared entry with this formula, charge and spin in kcal/mol: 52.7
Maximum force in Eh/bohr: 0.0494
HOMO energy in eV: -8.6



7.
This record from the Open Molecules 2025 dataset describes 2 unconnected molecules or ions with the total composition C9H14 at a distorted geometry. The level of theory is wB97M-V/def2-TZVPD.

Each line ends with the Löwdin charge.
Element x y z (Å)
C -0.8163 -1.3971 -2.8916  -0.06
C -0.5677 -1.3717 -1.4053  -0.28
C 0.7401 -1.3435 -0.8228  -0.06
C 1.0351 -1.3561 0.5120  -0.13
C -0.0140 -1.3503 1.3690  -0.17
C -1.3270 -1.1842 0.9691  -0.07
C -1.5782 -1.1094 -0.4729  -0.04
H -0.7222 -0.2629 -3.0755  0.11
H -1.7628 -1.7751 -3.2351  0.06
H 0.0073 -1.9755 -3.4591  0.10
H 1.4992 -1.1117 -1.5063  0.09
H 2.0683 -1.3650 0.8714  0.12
H 0.1077 -1.4743 2.4781  0.12
H -2.2491 -1.0575 1.5305  0.10
H -2.5660 -0.7970 -0.8190  0.10
C 0.1272 1.9868 1.1847  -0.16
C 1.4524 2.8676 1.2837  -0.14
H 0.3668 0.9569 0.8509  0.02
H -0.3363 1.8923 2.1740  0.06
H -0.5917 2.2328 0.4465  0.04
H 1.2357 3.8299 0.8210  0.05
H 2.2049 2.2049 0.8001  0.06
H 1.6865 2.9601 2.3965  0.07

E_LUMO in eV: 0.949
Total charge: 0
ΔE to the lowest compared entry with this formula, charge and spin in kcal/mol: 35.8
Maximum force in Eh/bohr: 0.0870
HOMO energy in eV: -8.9



8.
This record from the Open Molecules 2025 dataset describes a gas-phase ion, C3H6NOS2 (charge +1). The level of theory is wB97M-V/def2-TZVPD.

Each line ends with the Löwdin charge.
Element x y z (Å)
C -0.9927 0.9127 -0.4315  -0.10
C -2.1128 0.2711 -0.0508  -0.17
C 1.2754 -0.0843 -0.0306  -0.98
N 0.3737 0.8810 -0.0468  -0.05
O -2.4295 -0.6520 0.8391  0.08
S 0.7117 -1.7113 -0.2756  0.94
S 2.9075 0.3888 0.3171  0.93
H -1.1558 1.7185 -1.1355  0.13
H -3.0148 0.5868 -0.5675  0.14
H 0.7587 1.8209 0.0407  0.15
H -1.6894 -1.0017 1.3566  0.11
H 1.8824 -2.3360 -0.1145  -0.10
H 3.4856 -0.7945 0.0993  -0.10

E_LUMO in eV: -4.719
Total charge: +1
ΔE to the lowest compared entry with this formula, charge and spin in kcal/mol: 0.0
Maximum force in Eh/bohr: 0.0182
HOMO energy in eV: -13.4